Below is C5H12S in the gas phase, with properties calculated with ωB97M-V/def2-TZVPD.

Cartesian coordinates (Å):
C 2.486 0.929 1.639
C 1.623 -0.125 0.965
S -0.057 0.504 0.621
C -0.987 -0.621 -0.565
C -2.427 -0.425 -0.166
C -0.784 -0.096 -1.958
H 2.394 1.813 1.018
H 1.989 1.281 2.530
H 3.535 0.679 1.739
H 1.370 -0.959 1.556
H 2.108 -0.536 0.076
H -0.628 -1.624 -0.424
H -2.545 -0.675 0.970
H -2.742 0.654 -0.313
H -3.158 -0.989 -0.750
H -1.590 -0.473 -2.726
H 0.262 -0.368 -2.268
H -0.850 1.031 -1.944

Forces on the atoms, in the same order (eV/Å):
C -1.28 0.59 -0.76
C -0.13 -0.49 -0.97
S -0.27 0.56 -0.21
C 0.15 1.32 0.49
C -1.10 0.59 2.38
C 0.14 0.29 -1.88
H 0.44 0.29 -0.42
H 0.32 -0.30 0.79
H -0.04 -0.24 0.30
H 0.46 -1.06 1.13
H -0.08 0.32 -0.18
H 0.01 -0.53 0.02
H -0.07 0.44 -2.09
H 0.54 -1.03 0.32
H 0.32 -0.30 -0.01
H 1.66 0.43 1.41
H -1.08 0.32 -0.23
H 0.02 -1.20 -0.07

SMILES ... CCSC(C)C
Energy relative to the best compared isomer or geometry (same formula, charge and spin) ... 54.3 kJ/mol
Gap between HOMO and LUMO ... 9.46 eV

So, what does the natural (NBO) scheme give us? The charges, in e, come out as:
1. C -0.622
2. C -0.508
3. S 0.119
4. C -0.307
5. C -0.630
6. C -0.627
7. H 0.214
8. H 0.215
9. H 0.223
10. H 0.203
11. H 0.205
12. H 0.214
13. H 0.224
14. H 0.215
15. H 0.218
16. H 0.208
17. H 0.214
18. H 0.223